{"formula": "C57H48HfN5O4Te", "method": "ωB97M-V/def2-TZVPD", "homo_ev": -3.02, "orbital_gap_ha": 0.196, "charge": -1, "fmax_ev_per_a": 0.54, "species": ["Hf", "C", "O", "C", "C", "C", "C", "C", "C", "C", "C", "C", "C", "C", "N", "C", "C", "C", "C", "C", "C", "C", "C", "C", "C", "O", "C", "C", "C", "C", "N", "C", "C", "C", "C", "C", "C", "O", "C", "C", "C", "C", "C", "C", "C", "N", "C", "C", "N", "C", "C", "C", "C", "O", "C", "C", "C", "H", "H", "H", "H", "H", "H", "H", "H", "H", "H", "H", "H", "H", "H", "H", "H", "H", "H", "H", "H", "H", "H", "H", "H", "H", "H", "H", "H", "H", "H", "H", "H", "H", "H", "H", "H", "C", "N", "C", "C", "C", "C", "C", "C", "C", "C", "H", "H", "H", "H", "H", "H", "H", "H", "H", "H", "H", "H", "Te"], "positions_angstrom": [[-0.1237, 0.0116, -0.4575], [2.3033, 4.1247, 8.4328], [2.8658, 4.4178, 7.1729], [2.3648, 3.7386, 6.0939], [1.4671, 2.6845, 6.1843], [1.0292, 2.0605, 5.0191], [1.4716, 2.4511, 3.7629], [2.3740, 3.5158, 3.7029], [2.8197, 4.1530, 4.8461], [0.9726, 1.7309, 2.5521], [1.4032, 0.4718, 2.3417], [2.4974, -0.1807, 3.0653], [2.5966, -1.4430, 2.6369], [1.4811, -1.6856, 1.7176], [0.9128, -0.4381, 1.3947], [0.9094, -2.8513, 1.3579], [-0.3916, -2.8144, 0.6727], [-1.5334, -3.4606, 1.0774], [-2.5448, -3.1350, 0.1395], [-1.9685, -2.3315, -0.8140], [-2.5788, -1.8525, -2.0760], [-2.9774, -2.8360, -3.1072], [-3.1242, -4.2015, -2.8090], [-3.4889, -5.1316, -3.7627], [-3.7120, -4.7421, -5.0775], [-4.0808, -5.7281, -5.9582], [-4.4022, -5.3226, -7.2682], [-3.5152, -3.4138, -5.4237], [-3.1413, -2.4926, -4.4508], [-2.7073, -0.5129, -2.2241], [-2.0528, 0.4054, -1.3898], [-2.4670, 1.6862, -1.7643], [-2.1020, 2.8532, -1.1920], [-2.6365, 4.1215, -1.7641], [-3.6721, 4.8133, -1.1524], [-4.1910, 5.9860, -1.6943], [-3.6634, 6.4813, -2.8801], [-4.0972, 7.6245, -3.4980], [-5.2027, 8.2843, -2.9239], [-2.6228, 5.8053, -3.5082], [-2.1181, 4.6458, -2.9485], [-1.2723, 2.9681, -0.0111], [-1.1370, 4.1056, 0.7652], [-0.3207, 3.7654, 1.8538], [0.0403, 2.4384, 1.6987], [-0.5334, 1.9249, 0.5375], [-3.3992, 1.5497, -2.8800], [-3.5306, 0.2517, -3.1650], [-0.6360, -2.0877, -0.4831], [1.4439, -4.1853, 1.6954], [1.3393, -5.2163, 0.7493], [1.8338, -6.4806, 0.9877], [2.4505, -6.7714, 2.2027], [2.9190, -8.0510, 2.3510], [3.4531, -8.3928, 3.6093], [2.5471, -5.7825, 3.1693], [2.0366, -4.5107, 2.9098], [2.7304, 4.8398, 9.1318], [2.5548, 3.1112, 8.7598], [1.2154, 4.2349, 8.4180], [1.1042, 2.3372, 7.1409], [0.3288, 1.2369, 5.0868], [2.7393, 3.8525, 2.7418], [3.5246, 4.9725, 4.7934], [3.1174, 0.3132, 3.7979], [3.3288, -2.1743, 2.9401], [-1.6179, -4.0956, 1.9465], [-3.5685, -3.4768, 0.1312], [-2.9399, -4.5414, -1.8014], [-3.5966, -6.1764, -3.5004], [-4.7705, -6.2075, -7.7822], [-3.5253, -4.9393, -7.7991], [-5.1796, -4.5526, -7.2674], [-3.6122, -3.0783, -6.4467], [-2.9109, -1.4903, -4.7830], [-4.0879, 4.4244, -0.2308], [-4.9997, 6.4910, -1.1858], [-5.4336, 9.1213, -3.5785], [-4.9692, 8.6645, -1.9248], [-6.0730, 7.6246, -2.8601], [-2.2215, 6.2060, -4.4301], [-1.3052, 4.1220, -3.4378], [-1.5928, 5.0609, 0.5633], [-0.0216, 4.4026, 2.6706], [-3.9220, 2.3721, -3.3431], [-4.2186, -0.1674, -3.8803], [0.8544, -5.0049, -0.1967], [1.7513, -7.2612, 0.2423], [3.7043, -9.4495, 3.5596], [2.7256, -8.2309, 4.4099], [4.3580, -7.8177, 3.8298], [2.9988, -5.9782, 4.1315], [2.0777, -3.7757, 3.7033], [2.0695, 3.2963, -1.4308], [2.5807, 2.0837, -0.8040], [3.2815, 2.4229, 0.4213], [3.4857, 1.3417, -1.6827], [3.4297, -0.1358, -1.4070], [4.4475, -0.7617, -0.7004], [4.4247, -2.1318, -0.4695], [3.3778, -2.8921, -0.9612], [2.3471, -2.2780, -1.6609], [2.3501, -0.8999, -1.8798], [2.8820, 3.9929, -1.6979], [1.3912, 3.7983, -0.7397], [1.5167, 3.0330, -2.3321], [4.1779, 3.0331, 0.2087], [3.5883, 1.5201, 0.9503], [2.6139, 2.9910, 1.0598], [4.5198, 1.6994, -1.5612], [3.1946, 1.5243, -2.7178], [5.2720, -0.1636, -0.3265], [5.2229, -2.5999, 0.0931], [3.3454, -3.9599, -0.7860], [1.5145, -2.8648, -2.0279], [0.8321, -0.0371, -3.1142]], "forces_ev_per_a": [[-0.090, 0.326, -0.401], [0.035, -0.026, -0.016], [-0.046, 0.054, -0.006], [0.037, -0.033, 0.059], [0.014, 0.027, -0.012], [0.025, -0.047, 0.005], [0.016, 0.030, -0.065], [0.022, 0.048, 0.013], [-0.035, -0.050, -0.024], [-0.083, 0.166, 0.024], [0.120, -0.276, 0.007], [-0.081, 0.127, 0.036], [0.012, -0.108, -0.095], [0.110, 0.150, -0.045], [-0.017, 0.169, 0.055], [-0.147, -0.031, 0.038], [0.017, -0.149, -0.002], [-0.041, -0.104, -0.075], [0.084, -0.125, -0.036], [0.045, -0.153, -0.167], [0.028, -0.091, 0.062], [0.004, -0.041, 0.085], [-0.087, 0.018, 0.024], [0.015, 0.025, 0.011], [0.035, 0.025, -0.044], [-0.036, -0.008, 0.032], [0.027, 0.006, 0.010], [-0.014, -0.016, 0.036], [0.116, 0.061, -0.121], [0.028, 0.161, -0.068], [0.110, 0.036, 0.284], [-0.086, -0.158, -0.097], [0.043, 0.125, 0.091], [-0.007, 0.018, -0.011], [-0.017, -0.024, -0.007], [0.019, 0.004, -0.012], [-0.005, 0.021, 0.032], [-0.023, -0.019, -0.026], [0.016, 0.009, 0.011], [0.014, -0.008, 0.028], [0.030, 0.000, -0.025], [-0.001, -0.109, -0.064], [0.020, 0.078, 0.035], [-0.050, 0.090, 0.035], [0.110, -0.101, -0.087], [-0.002, 0.143, 0.186], [0.077, 0.145, 0.040], [-0.055, -0.119, 0.001], [-0.364, -0.007, 0.398], [0.009, 0.005, -0.014], [0.016, -0.037, -0.052], [-0.005, 0.027, -0.015], [0.037, 0.021, 0.010], [-0.040, -0.018, 0.018], [0.023, 0.026, -0.022], [-0.019, -0.005, -0.044], [0.003, -0.017, 0.116], [0.000, -0.003, 0.003], [-0.014, -0.006, -0.006], [-0.001, 0.014, 0.017], [-0.013, -0.002, 0.002], [-0.010, 0.008, 0.003], [-0.023, 0.041, 0.079], [0.003, 0.010, 0.003], [-0.002, 0.007, -0.001], [-0.045, -0.015, -0.011], [-0.003, -0.014, -0.012], [-0.008, -0.004, 0.022], [0.000, -0.001, 0.035], [-0.015, -0.008, -0.005], [0.003, -0.001, -0.004], [0.001, 0.008, 0.003], [-0.012, -0.010, -0.014], [-0.002, -0.004, -0.006], [0.001, -0.025, 0.040], [-0.005, -0.001, -0.001], [-0.004, 0.001, 0.002], [0.004, -0.001, 0.000], [-0.006, -0.008, 0.004], [-0.007, 0.007, -0.002], [-0.001, 0.004, -0.005], [-0.002, -0.005, -0.001], [-0.004, -0.001, 0.011], [-0.007, 0.004, -0.007], [0.008, 0.020, 0.019], [0.031, -0.058, 0.028], [-0.008, 0.008, 0.012], [0.003, -0.013, 0.008], [0.006, -0.001, -0.002], [-0.003, -0.012, 0.006], [-0.004, -0.002, 0.012], [-0.010, -0.011, 0.005], [-0.019, 0.015, -0.045], [0.030, -0.052, 0.009], [-0.043, -0.047, -0.008], [-0.031, 0.001, 0.028], [-0.001, -0.014, -0.038], [0.011, 0.018, -0.036], [-0.020, 0.009, 0.041], [-0.002, 0.005, -0.017], [0.015, 0.026, 0.001], [-0.093, 0.033, 0.082], [0.299, -0.104, -0.266], [0.001, 0.003, 0.001], [-0.031, -0.002, 0.012], [-0.014, -0.008, -0.017], [-0.005, 0.000, 0.007], [-0.001, -0.005, 0.007], [-0.010, -0.051, -0.030], [0.000, 0.043, -0.020], [-0.023, -0.034, 0.009], [0.006, -0.003, -0.010], [0.005, -0.006, 0.002], [0.010, 0.001, 0.004], [0.014, -0.007, -0.012], [0.088, -0.010, -0.071]], "mulliken_charge": [0.843, -0.856, -0.465, 0.931, -0.774, -0.354, -0.179, 0.314, -1.117, 0.124, 0.155, -1.491, -1.604, -0.054, 0.403, 1.266, -0.927, -0.963, -1.251, 0.251, 0.213, 0.309, -0.286, -1.040, 0.981, -0.472, -0.836, -0.580, -0.824, 0.070, -0.020, 0.657, 1.269, -0.953, -0.275, -0.635, 1.052, -0.463, -0.850, -0.907, 0.003, 0.161, -1.283, -1.298, 0.572, -0.193, -1.485, -1.821, 0.756, -0.431, -0.198, -0.762, 0.958, -0.469, -0.866, -0.559, -0.826, 0.246, 0.313, 0.350, 0.384, 0.488, 0.546, 0.428, 0.547, 0.895, 0.640, 0.765, 0.483, 0.405, 0.243, 0.320, 0.343, 0.364, 0.637, 0.527, 0.356, 0.244, 0.320, 0.338, 0.410, 0.532, 0.545, 0.548, 0.480, 0.745, 0.566, 0.426, 0.250, 0.347, 0.327, 0.387, 0.693, -1.409, 1.429, -1.083, -2.208, 1.357, -0.191, -0.905, -0.440, -0.205, -0.862, 0.309, 0.298, 0.360, 0.484, 0.208, -0.034, 0.417, 0.660, 0.346, 0.395, 0.513, 0.342, -0.141]}